Record 1
The following is a DFT calculation (the ωB97M-V functional and the def2-TZVPD basis) of C23H31Cl2N4O3Y as an isolated structure.

XYZ file:
```
64
Properties=species:S:1:pos:R:3:mulliken_charge:R:1
O -1.47 2.84 -2.08 -0.4723
C -1.03 3.57 -2.94 -0.0980
C -1.78 3.82 -4.22 0.6092
C -3.02 3.17 -4.39 -0.2862
H -3.44 2.59 -3.57 0.3664
C -3.68 3.26 -5.61 -0.4338
H -4.62 2.72 -5.75 0.3624
C -3.14 4.04 -6.64 -0.3727
H -3.65 4.10 -7.60 0.3558
C -1.95 4.76 -6.44 -0.4662
H -1.54 5.39 -7.23 0.3429
C -1.28 4.67 -5.21 -0.4951
H -0.36 5.23 -5.00 0.3244
H -0.07 4.13 -2.87 0.2701
C 2.05 -1.14 -2.42 -1.1687
C 2.26 -1.42 -1.00 1.2708
H 2.84 -1.59 -3.05 0.3941
H 2.02 -0.06 -2.64 0.1872
H 1.07 -1.55 -2.73 0.1667
C 3.25 -2.04 -0.41 -0.5975
C 4.41 -2.75 -1.11 -1.3268
H 3.32 -2.14 0.68 -0.0188
H 4.37 -2.61 -2.20 0.3234
H 4.37 -3.83 -0.90 0.2448
H 5.37 -2.38 -0.75 0.2578
Y 0.11 -0.69 0.60 0.5331
Cl -1.37 -2.28 -0.76 -0.5608
Cl 0.49 1.39 -0.74 -0.5239
H -4.27 1.35 -0.01 0.4036
H -5.64 -0.53 0.78 0.3054
C -3.33 0.79 0.09 -0.9940
C -4.75 -1.16 0.82 -0.8701
N -3.57 -0.32 1.03 0.3244
H -2.52 1.44 0.48 0.2534
C -2.68 -0.65 1.96 0.0789
O -1.53 -0.11 2.06 -0.5827
H -4.83 -1.87 1.65 0.3082
H -3.00 -1.47 2.60 0.3987
H -3.03 0.39 -0.90 0.3432
H -4.67 -1.72 -0.12 0.3193
H 3.49 1.10 4.82 0.3139
H 2.05 3.27 4.79 0.3113
C 3.58 1.20 3.73 -0.8220
C 2.18 3.29 3.70 -0.8623
N 2.42 1.94 3.20 0.2430
H 3.65 0.22 3.26 0.1573
C 1.57 1.39 2.37 0.4235
O 1.65 0.17 2.01 -0.3372
H 1.27 3.67 3.22 0.2761
H 0.77 2.05 1.98 0.1154
H 4.49 1.78 3.54 0.3281
H 3.03 3.94 3.45 0.3270
N -1.70 -6.62 3.79 -0.4956
C -0.91 -5.81 3.48 -0.0880
C 0.10 -4.84 3.14 0.0889
C 1.43 -5.05 3.53 -0.2503
C 2.36 -4.06 3.25 -1.0421
C 1.93 -2.88 2.63 -0.1675
N 0.69 -2.73 2.15 0.2469
C -0.24 -3.68 2.42 -0.0541
H 1.71 -5.96 4.05 0.4915
H 3.41 -4.17 3.49 0.4259
H 2.64 -2.05 2.51 0.4551
H -1.25 -3.52 2.02 0.4383
```

As for the HOMO energy: -5.4 eV. As for the total charge: 0. Its LUMO energy is -0.236 eV.

***

Record 2
The following is a DFT calculation (the ωB97M-V functional and the def2-TZVPD basis) of C19H25N3O6 in the gas phase.

XYZ file:
```
53
Properties=species:S:1:pos:R:3:mulliken_charge:R:1
C -0.70 -3.34 1.14 -0.8179
C 0.24 -2.72 2.17 -0.2399
H 0.02 -3.14 3.16 0.3699
H 1.29 -2.91 1.94 0.2486
O -0.02 -1.33 2.31 -0.4592
C 0.61 -0.37 1.59 0.1130
C -0.12 0.83 1.55 -0.1934
C 0.37 1.94 0.90 -0.7533
C 1.66 1.95 0.41 -0.6033
C 2.42 0.79 0.46 0.9197
C 1.86 -0.41 0.97 0.8973
O 2.62 -1.56 0.91 -0.6284
C 2.52 -2.32 -0.30 0.2223
C 3.22 -1.71 -1.51 -1.2386
H 4.24 -1.46 -1.26 0.2530
H 3.21 -2.44 -2.31 0.5496
H 2.70 -0.82 -1.85 0.1874
H 1.46 -2.48 -0.54 -0.1077
H 2.98 -3.27 -0.04 0.3672
O 3.71 0.69 0.06 -0.4595
C 4.39 1.82 -0.44 -0.5598
C 4.08 2.11 -1.91 -1.0084
H 3.03 2.32 -2.05 0.2856
H 4.66 2.96 -2.24 0.3897
H 4.35 1.25 -2.51 0.2947
H 4.17 2.70 0.18 0.3942
H 5.45 1.57 -0.33 0.3944
H 2.04 2.86 -0.03 0.6665
C -0.49 3.13 0.68 -0.1808
O -0.16 4.28 0.86 -0.6411
N -1.77 2.85 0.22 0.0026
C -2.26 1.64 -0.24 0.1246
C -1.52 0.79 -1.00 -0.5789
C -1.99 -0.53 -1.30 0.4492
O -1.33 -1.40 -1.85 -0.7047
N -3.30 -0.79 -0.88 0.0429
C -4.11 0.09 -0.21 0.6799
O -5.24 -0.18 0.10 -0.6686
N -3.54 1.32 0.13 0.0359
C -4.34 2.22 0.93 -1.2227
H -4.62 3.11 0.36 0.3217
H -3.80 2.51 1.83 0.3805
H -5.25 1.69 1.20 0.3886
C -3.88 -2.09 -1.16 -1.1968
H -4.13 -2.59 -0.23 0.3551
H -4.78 -1.97 -1.76 0.3369
H -3.13 -2.66 -1.71 0.3755
H -0.53 1.05 -1.32 0.7597
H -2.39 3.65 0.21 0.2721
H -1.09 0.83 2.03 0.4917
H -0.60 -2.84 0.17 0.0047
H -0.46 -4.39 1.01 0.3734
H -1.73 -3.24 1.46 0.3149
```

As for the HOMO energy: -8.3 eV. As for the total charge: 0. Its SMILES is CCOc1cc(C(=O)Nc2cc(=O)n(C)c(=O)n2C)cc(OCC)c1OCC. Its LUMO energy is 0.439 eV.

***

Record 3
The following is a DFT calculation (the ωB97M-V functional and the def2-TZVPD basis) of C5H10FNO in the gas phase.

XYZ file:
```
18
Properties=species:S:1:pos:R:3:mulliken_charge:R:1
C 0.67 1.17 0.56 -0.6210
C 0.63 -0.37 0.39 0.1125
C 1.87 -0.91 -0.25 -0.5017
C -1.70 -0.71 0.21 0.2626
C -2.86 -0.79 -0.38 -0.8609
H 0.02 1.72 -1.19 0.2296
H 1.20 2.69 -0.66 0.2346
H 1.44 1.36 1.32 0.4855
H -0.33 1.43 0.93 0.2931
H 0.44 -0.84 1.38 0.4015
H 1.93 -0.48 -1.24 0.3236
H 2.73 -0.66 0.40 0.2642
H -1.60 -0.90 1.31 0.1827
H -2.95 -0.64 -1.43 0.2677
H -3.75 -0.95 0.16 0.2758
N 0.93 1.73 -0.76 -0.5830
O -0.55 -0.53 -0.46 -0.4534
F 1.88 -2.32 -0.30 -0.3132
```

As for the HOMO energy: -8.9 eV. As for the total charge: 0. Its SMILES is C=CO[C@H](CN)CF. Its LUMO energy is 0.943 eV.

***

Record 4
The following is a DFT calculation (the ωB97M-V functional and the def2-TZVPD basis) of a 2-piece molecular cluster, C4H8N2 overall.

XYZ file:
```
14
Properties=species:S:1:pos:R:3:mulliken_charge:R:1
C 1.51 0.16 -0.02 -0.1370
C 1.09 1.27 0.40 -0.6867
C 0.77 -1.15 0.00 -0.4477
C -0.66 -0.87 -0.02 -0.1865
N -2.44 0.53 -0.24 -0.5866
N -1.28 0.12 0.46 -0.1128
H 2.58 0.03 -0.38 0.2711
H 1.83 2.05 0.31 0.3202
H 0.99 -1.91 -0.84 0.2619
H 1.10 -1.58 0.88 0.2501
H -1.32 -1.51 -0.63 0.2923
H -2.43 -0.21 -0.97 0.2619
H -2.19 1.45 -0.62 0.2729
H 0.47 1.61 1.68 0.2271
```

As for the HOMO energy: -8.8 eV. As for the total charge: 0. Its LUMO energy is 0.838 eV.

***

Total energy values, unit eV, following the record order: -62547.522; -36864.366; -11600.756; -7252.326.
Largest force on an atom values, unit eV/Å, following the record order: 4.16; 1.17; 2.16; 9.06.